No. 1
Density functional theory data (ωB97M-V/def2-TZVPD) for C38H49ClO6PSSr as an isolated structure in a non-equilibrium geometry.

Geometry as XYZ:
```
97
C38H49ClO6PSSr ωB97M-V/def2-TZVPD
Sr 0.2647 -0.0434 -0.5211
O 1.7940 3.6299 -0.3812
C 1.8008 2.4109 -0.3588
O 1.6023 1.6369 0.6506
C 2.2028 1.7269 -1.7537
C 3.0668 0.4388 -1.7155
C 4.0323 0.4765 -2.9105
C 3.0500 0.1872 -4.0923
C 1.7184 -0.0219 -3.3418
O 2.1686 -0.6302 -2.1052
C 1.1734 1.3604 -2.9081
C -0.4221 1.5297 -2.8307
O -0.9522 1.4590 -3.9364
O -0.9458 1.7319 -1.6988
H 2.8218 2.5202 -2.1680
H 3.5034 0.2039 -0.7441
H 4.7800 -0.3131 -2.8200
H 4.5512 1.4298 -2.9927
H 3.3332 -0.7173 -4.6308
H 2.9819 1.0013 -4.8113
H 0.9958 -0.6733 -3.8263
H 1.3717 2.0493 -3.7270
Cl -1.5684 -1.7408 -2.5153
C -2.8438 -0.7749 -1.7809
C -3.6513 -0.0392 -2.6255
C -4.6330 0.7756 -2.0910
C -4.7657 0.8415 -0.7075
C -3.9427 0.1085 0.1225
C -2.9197 -0.7389 -0.3701
C -1.9855 -1.4130 0.4959
H -3.4678 -0.0751 -3.6904
H -5.2578 1.3743 -2.7405
H -5.5250 1.4803 -0.2692
H -4.0708 0.1740 1.1956
H -1.6833 -2.3964 0.1271
H -2.3067 -1.4415 1.5355
O 0.9509 -2.5582 -0.4779
S 0.6035 -3.7557 0.3399
C 2.1741 -4.6636 0.5035
C 3.3151 -3.7902 0.9171
C 3.7777 -2.7926 0.0597
C 4.8116 -1.9579 0.4552
C 5.3983 -2.1092 1.7048
C 4.9448 -3.1021 2.5614
C 3.9073 -3.9349 2.1684
C 0.4575 -3.1188 2.0202
C -0.0036 -4.1436 3.0059
C 0.7521 -4.4382 4.1366
C 0.2985 -5.3577 5.0713
C -0.9170 -5.9995 4.8819
C -1.6785 -5.7102 3.7568
C -1.2270 -4.7868 2.8268
H 2.3248 -5.0863 -0.4913
H 1.9814 -5.4797 1.2033
H 3.2998 -2.6510 -0.9016
H 5.1582 -1.1795 -0.2138
H 6.2021 -1.4519 2.0106
H 5.3949 -3.2249 3.5384
H 3.5511 -4.7099 2.8374
H -0.2733 -2.3084 1.9097
H 1.4182 -2.6710 2.2840
H 1.6925 -3.9220 4.2913
H 0.8911 -5.5667 5.9532
H -1.2749 -6.7141 5.6119
H -2.6343 -6.1963 3.6087
H -1.8344 -4.5395 1.9628
C -1.1017 -1.6428 5.8497
C -0.0980 -0.4938 5.6950
C -0.4056 0.5935 6.7257
P 0.0709 -0.0486 3.8869
C -1.1169 1.3281 3.4965
C -0.8184 2.7357 4.0066
C -2.5483 0.9060 3.8346
C 1.7318 0.7822 3.7741
C 2.2511 1.5578 4.9831
C 2.7636 -0.2667 3.3437
H -1.0239 -2.0892 6.8455
H -0.9370 -2.4257 5.1084
H -2.1248 -1.2801 5.7299
H 0.8973 -0.9010 5.9184
H -1.4000 1.0116 6.5681
H 0.3107 1.4116 6.7045
H -0.3929 0.1603 7.7313
H -1.0445 1.3658 2.4024
H -0.8212 2.7881 5.0963
H -1.5870 3.4202 3.6369
H 0.1403 3.0985 3.6367
H -2.7347 0.9587 4.9095
H -2.7540 -0.1104 3.4997
H -3.2592 1.5729 3.3426
H 1.6121 1.4701 2.9348
H 2.4066 0.9002 5.8439
H 1.5812 2.3618 5.2834
H 3.2172 2.0072 4.7369
H 2.8490 -1.0760 4.0799
H 3.7513 0.1919 3.2381
H 2.4999 -0.7071 2.3803
```

Computed properties:
Total charge: -1
Kohn-Sham gap: 5.585 eV
ΔE to the lowest compared entry with this formula, charge and spin: 26.1 kcal/mol

These are the Mulliken partial charges, in e, on atoms 1 to 8: Sr 1.211; O -0.768; C -0.206; O -0.506; C -0.154; C 0.329; C -0.920; C -0.984

=====

No. 2
Density functional theory data (ωB97M-V/def2-TZVPD) for C38H49GeN5O9S2Y as an isolated structure in a non-equilibrium geometry.

Geometry as XYZ:
```
105
C38H49GeN5O9S2Y ωB97M-V/def2-TZVPD
Y -0.5912 0.5693 1.2123
C -3.8198 3.6235 -0.0195
C -3.8542 2.5723 1.0879
C -4.6364 1.3511 0.6325
C -4.5065 3.1409 2.3454
O -2.4915 2.1855 1.3647
Ge -1.3341 3.3550 2.2623
O -0.5092 1.8271 3.1254
C -0.4263 1.7565 4.5685
C 0.1638 3.0541 5.1227
C 0.4983 0.5968 4.9048
C -1.8247 1.5479 5.1353
O -0.1573 2.8832 0.8055
C 1.1555 3.4691 0.7226
C 1.1265 4.9301 1.1651
C 2.1095 2.7000 1.6359
C 0.9215 2.3231 -1.5608
H -4.8269 3.9685 -0.2624
H -3.3713 3.2071 -0.9224
H -3.2281 4.4890 0.2876
H -5.6611 1.6505 0.4026
H -4.6634 0.5858 1.4059
H -4.1962 0.9145 -0.2630
H -5.5641 3.3299 2.1569
H -4.0497 4.0812 2.6586
H -4.4299 2.4232 3.1644
H 1.1313 3.2738 4.6698
H 0.3148 2.9511 6.1985
H -0.4983 3.9056 4.9592
H 1.4959 0.7836 4.5019
H 0.1248 -0.3368 4.4911
H 0.5805 0.4905 5.9882
H -2.4559 2.4137 4.9160
H -1.7757 1.4407 6.2208
H -2.2867 0.6566 4.7149
H 0.9453 5.0357 2.2364
H 0.3532 5.4801 0.6258
H 2.0930 5.3895 0.9453
H 1.7830 2.7940 2.6692
H 3.1236 3.0870 1.5508
H 2.1528 1.6353 1.3862
H -0.1624 2.3803 -1.5034
H 0.9416 0.3008 -1.5789
H 1.2140 2.3776 -2.6141
C 6.0937 -2.3313 0.4828
C 4.9496 -1.9936 -0.4271
C 4.3801 -2.9708 -1.2579
C 3.2924 -2.6864 -2.0372
C 2.7041 -1.3902 -2.0551
N 1.6521 -1.0295 -2.7912
C 1.2436 -1.7173 -3.9118
C 2.1234 -2.2616 -4.8588
C 1.6593 -2.8994 -5.9942
C 0.2962 -3.0210 -6.2460
C -0.2133 -3.6892 -7.4919
C -0.5841 -2.4475 -5.3346
C -0.1309 -1.7945 -4.2033
N -1.0973 -1.2430 -3.3177
C -2.1814 -1.8842 -2.8171
C -2.9241 -0.9551 -2.1392
C -2.1913 0.2370 -2.2815
N -1.0942 0.0637 -3.0006
C 3.2581 -0.4120 -1.1551
C 4.3700 -0.7343 -0.3884
N 2.7359 0.8758 -1.0531
C 3.5400 1.9990 -1.0740
C 3.0727 3.2436 -0.9520
C 1.5931 3.4391 -0.7777
N 1.3097 1.0433 -0.9635
H 6.6687 -3.1740 0.1002
H 5.7225 -2.6065 1.4728
H 6.7658 -1.4825 0.6089
H 4.7910 -3.9730 -1.2545
H 2.8350 -3.4644 -2.6308
H 3.1870 -2.1509 -4.6980
H 2.3715 -3.3036 -6.7037
H 0.5155 -4.3985 -7.8827
H -0.4134 -2.9556 -8.2757
H -1.1426 -4.2260 -7.3011
H -1.6523 -2.4854 -5.5146
H -2.3194 -2.9408 -2.9717
H -3.8347 -1.1162 -1.5921
H -2.4285 1.2221 -1.9008
H 4.7557 0.0121 0.2957
H 4.5873 1.7762 -1.2240
H 3.7594 4.0756 -1.0078
H 1.2891 4.3890 -1.2268
O -1.5813 -0.9602 3.1546
S -2.5463 -1.4511 2.1819
O -3.9027 -1.5898 2.6134
O -2.3849 -0.5906 0.9706
C -1.9713 -3.0502 1.6586
C -2.8803 -4.0927 1.7338
C -2.5140 -5.3754 1.3504
C -1.2324 -5.6162 0.8980
C -0.3120 -4.5796 0.8184
C -0.6667 -3.2904 1.1911
S 0.5928 -2.0545 0.8373
O 0.7668 -1.1061 1.9632
O 1.7734 -2.7916 0.5107
O -0.0155 -1.2445 -0.2391
H -3.8731 -3.8819 2.1052
H -3.2322 -6.1819 1.4157
H -0.9360 -6.6143 0.6029
H 0.6928 -4.7616 0.4695
```

Computed properties:
Spin multiplicity: 2
Kohn-Sham gap (spin up / spin down): 7.494 / 5.948 eV
ΔE to the lowest compared entry with this formula, charge and spin: 0.0 kcal/mol

These are the Mulliken partial charges, in e, on atoms 1 to 8: Y -0.145; C -1.444; C 1.489; C -1.482; C -1.845; O -0.067; Ge -0.924; O 1.952